# 1
{
  "formula": "C10H16N2PReSe",
  "method": "ωB97M-V/def2-TZVPD",
  "symbols": ["C", "H", "C", "C", "H", "N", "Re", "H", "H", "H", "C", "P", "H", "N", "C", "H", "H", "C", "C", "H", "H", "Se", "H", "H", "H", "C", "C", "H", "H", "H", "C"],
  "positions_angstrom": [[3.412, 0.752, -1.620], [-1.458, -1.673, -1.160], [-2.402, -1.329, 2.681], [-1.271, 1.951, 1.623], [-0.371, -3.225, 0.953], [-1.161, -1.606, 2.125], [1.188, 0.256, -1.185], [-1.787, 2.196, 0.675], [3.677, -0.566, -3.429], [-3.468, 0.577, 2.904], [3.130, 0.330, -2.946], [-0.946, -0.481, -1.628], [1.595, 0.528, -4.462], [-1.471, 0.561, 2.008], [2.496, 1.814, -1.175], [2.675, 2.611, -0.407], [-1.163, -0.668, -3.016], [-0.588, -0.444, 1.729], [1.246, 1.747, -2.624], [0.319, -2.963, 2.641], [0.391, 2.432, -2.855], [1.205, -0.250, 1.157], [-0.179, 2.067, 1.507], [4.212, 0.209, -1.053], [-1.681, 2.629, 2.391], [-2.613, 0.009, 2.591], [1.995, 0.941, -3.531], [-1.320, -3.617, 2.418], [-2.115, 0.265, -1.435], [-2.979, -2.123, 3.119], [-0.570, -2.929, 2.003]],
  "spin_multiplicity": 4,
  "lumo_energy_ha": [-0.10558, -0.15018],
  "homo_energy_ha": [-0.3453, -0.4033],
  "total_charge": 1,
  "total_energy_ev": -90363.896
}


# 2
{
  "formula": "C25H57N3O8S5",
  "method": "ωB97M-V/def2-TZVPD",
  "symbols": ["H", "H", "H", "C", "C", "H", "C", "C", "H", "O", "O", "O", "H", "C", "H", "H", "S", "S", "H", "H", "H", "H", "H", "H", "C", "N", "S", "C", "H", "C", "O", "C", "H", "C", "C", "H", "H", "H", "H", "C", "H", "H", "H", "H", "C", "H", "H", "O", "H", "H", "O", "H", "H", "H", "H", "H", "C", "H", "C", "H", "O", "H", "H", "C", "H", "C", "H", "S", "C", "H", "H", "H", "H", "C", "H", "C", "H", "H", "H", "H", "C", "H", "C", "H", "H", "H", "N", "H", "H", "H", "H", "C", "N", "C", "O", "C", "H", "S"],
  "positions_angstrom": [[31.725, 7.225, 24.623], [33.270, 9.276, 20.935], [31.373, 9.151, 22.334], [27.983, 5.199, 22.409], [27.112, 8.937, 24.643], [29.019, 5.453, 22.187], [27.655, 2.852, 25.852], [24.750, 6.856, 17.823], [25.431, 1.676, 18.477], [20.719, 2.727, 23.823], [26.950, 9.728, 18.079], [25.682, 5.058, 20.965], [26.549, 10.921, 15.348], [24.648, 6.475, 25.689], [23.179, 2.266, 22.295], [33.479, 9.116, 19.163], [31.677, 4.912, 24.128], [25.483, 0.802, 20.732], [23.460, 5.776, 24.230], [27.857, 4.222, 22.877], [29.733, 9.565, 21.934], [28.304, 0.894, 25.434], [25.789, 7.116, 17.620], [25.948, 1.324, 23.096], [28.885, 10.754, 17.303], [32.727, 3.204, 19.142], [27.219, 5.117, 20.764], [22.510, 3.029, 21.896], [30.012, 4.579, 19.272], [28.231, 3.457, 27.097], [31.241, 7.516, 19.822], [27.742, 9.289, 25.934], [30.789, 4.924, 20.916], [24.598, 6.494, 15.233], [30.514, 4.191, 20.158], [26.007, 9.380, 15.741], [29.097, 10.738, 18.372], [24.711, 6.368, 18.797], [28.889, 11.754, 16.870], [28.516, 1.907, 25.091], [27.194, 7.522, 21.077], [24.829, 5.578, 14.691], [27.464, 5.957, 22.995], [25.109, 6.285, 23.730], [20.451, 4.809, 22.182], [32.952, 10.682, 19.983], [19.513, 4.325, 21.909], [26.569, 3.218, 25.421], [28.671, 6.977, 20.249], [21.022, 5.166, 21.325], [24.005, 0.451, 20.923], [30.114, 6.680, 25.093], [29.882, 3.435, 20.624], [24.128, 7.750, 17.781], [30.478, 6.795, 23.365], [24.761, 2.735, 19.769], [26.926, 9.965, 15.711], [20.218, 5.740, 22.699], [25.612, 2.132, 19.450], [29.313, 3.406, 27.223], [23.655, 4.939, 16.865], [25.362, 2.763, 22.228], [25.499, 7.098, 15.334], [33.113, 5.386, 23.098], [29.574, 2.167, 25.078], [24.251, 6.010, 16.651], [27.835, 3.064, 28.033], [21.590, 3.796, 23.269], [24.525, 5.716, 24.453], [33.840, 4.579, 23.184], [27.115, 7.101, 19.348], [21.791, 2.560, 21.225], [30.963, 10.760, 21.637], [32.905, 9.593, 19.958], [32.807, 5.632, 22.081], [31.749, 3.639, 19.592], [28.172, 4.542, 27.009], [26.573, 2.643, 19.381], [24.826, 4.678, 24.600], [29.584, 10.184, 16.691], [25.959, 1.854, 22.144], [27.655, 9.541, 15.021], [27.588, 6.866, 20.301], [28.165, 2.043, 24.068], [23.772, 6.920, 14.663], [26.883, 9.661, 26.492], [24.758, 7.011, 26.725], [28.524, 10.041, 25.828], [23.150, 3.781, 21.435], [27.003, 2.149, 22.036], [28.138, 8.444, 26.498], [30.765, 9.689, 21.606], [26.622, 8.744, 23.597], [30.899, 6.571, 24.345], [30.844, 4.013, 23.265], [27.492, 10.168, 17.097], [33.549, 6.298, 23.507], [31.130, 9.059, 19.896]],
  "spin_multiplicity": 1,
  "lumo_energy_ha": -0.01109,
  "homo_energy_ha": -0.3025,
  "total_energy_ev": -101869.264,
  "de_lowest_kj_mol": 20.8
}


# 3
{
  "formula": "C7H32O11",
  "method": "ωB97M-V/def2-TZVPD",
  "symbols": ["C", "H", "H", "O", "H", "O", "H", "O", "H", "H", "H", "H", "O", "H", "H", "H", "H", "H", "C", "H", "H", "H", "H", "H", "H", "H", "H", "O", "O", "O", "H", "C", "C", "H", "H", "O", "C", "H", "O", "H", "H", "O", "H", "O", "H", "H", "C", "H", "H", "C"],
  "positions_angstrom": [[-0.624, -0.258, 2.077], [-2.042, 2.783, 1.412], [2.788, -3.028, 0.565], [0.342, 3.592, 0.538], [-1.571, 0.684, -1.603], [0.828, 2.518, 3.504], [-2.482, 0.745, -2.826], [-3.485, -1.962, -0.971], [-2.206, -1.514, 1.490], [-0.951, -1.289, 0.281], [1.373, 1.904, 4.022], [0.420, 2.968, 1.271], [-0.577, 2.250, -2.946], [-2.203, -0.956, -2.556], [-2.029, 3.356, -0.048], [2.857, 2.545, -2.825], [-4.260, -1.982, -0.387], [1.164, 3.395, 3.286], [0.572, -0.822, 2.262], [-2.097, -0.002, 0.448], [1.330, -1.004, 4.338], [3.319, 0.535, 3.802], [0.640, -0.695, -3.322], [-1.906, -2.478, -2.494], [-1.035, 0.448, 2.797], [2.492, 0.688, 2.079], [-0.306, -0.756, -2.160], [3.007, -1.522, -1.841], [0.567, -0.421, -2.409], [-2.144, 0.142, -2.159], [2.066, -1.250, -1.943], [-1.565, -0.753, 1.034], [1.036, -1.920, 1.396], [2.061, 1.663, -1.859], [0.372, 2.244, -3.167], [-1.899, -1.711, -3.094], [1.518, -0.474, 3.419], [-3.406, -1.021, -1.217], [-1.052, -3.823, -0.464], [0.196, -2.476, 1.031], [3.084, -1.780, 1.704], [-2.324, 2.630, 0.501], [1.158, 4.084, 0.540], [2.001, 2.477, -2.379], [-0.439, -3.805, 0.252], [3.259, -1.827, -2.732], [2.518, 0.358, 3.109], [-0.821, 3.117, -2.625], [-1.825, -3.236, -0.369], [2.283, -2.360, 1.237]],
  "spin_multiplicity": 1,
  "lumo_energy_ha": 0.00518,
  "homo_energy_ha": -0.3192,
  "total_energy_ev": -30296.847,
  "de_lowest_kj_mol": 508.3
}


# 4
{
  "formula": "C3H10BNO2",
  "method": "ωB97M-V/def2-TZVPD",
  "symbols": ["H", "O", "C", "H", "N", "H", "H", "C", "H", "H", "H", "H", "H", "B", "C", "H", "O"],
  "positions_angstrom": [[-1.352, -1.494, 0.240], [-1.606, -0.779, -1.695], [2.372, 0.867, 0.957], [-2.842, 0.773, -2.068], [0.614, -0.449, -0.333], [2.396, 1.692, 0.248], [-0.483, -2.351, -1.134], [-2.256, 0.391, -1.234], [0.454, 0.360, 2.761], [-2.912, 0.162, -0.390], [2.589, 1.273, 1.943], [1.169, -0.390, -1.167], [-1.515, 1.127, -0.919], [0.964, 0.092, 0.887], [-0.903, -1.433, -0.748], [3.190, 0.200, 0.690], [0.120, -0.042, 1.961]],
  "spin_multiplicity": 1,
  "lumo_energy_ha": 0.02451,
  "homo_energy_ha": -0.3454,
  "total_energy_ev": -9535.700,
  "de_lowest_kj_mol": 97.7
}


# 5
{
  "formula": "C24H31N2ORhS4Se2",
  "method": "ωB97M-V/def2-TZVPD",
  "symbols": ["C", "C", "S", "H", "C", "C", "H", "C", "C", "H", "H", "N", "Se", "N", "C", "C", "C", "H", "H", "C", "C", "H", "H", "H", "C", "H", "H", "C", "C", "H", "H", "H", "C", "C", "C", "H", "C", "H", "H", "H", "H", "H", "C", "S", "H", "H", "O", "H", "Rh", "H", "Se", "H", "C", "H", "H", "C", "H", "S", "H", "H", "C", "C", "S", "C", "H"],
  "positions_angstrom": [[-0.944, -2.618, -7.035], [-0.446, 6.009, -5.649], [0.503, 1.745, 4.469], [1.306, 5.574, -4.485], [-2.086, 1.255, -4.832], [-1.294, 1.017, -2.596], [-3.816, -4.332, -7.564], [-3.596, -1.672, -0.021], [-1.484, 3.743, 3.392], [-2.340, 6.252, -6.626], [-1.883, -3.414, -8.794], [-1.895, 1.766, -3.459], [0.551, -2.525, 1.014], [-0.480, -0.478, -4.322], [0.257, 5.352, -4.646], [-1.013, -2.477, -5.655], [-0.825, 0.598, -5.279], [-0.705, 4.386, 3.790], [-2.193, 4.320, 2.812], [-1.949, -3.294, -7.720], [-0.031, 1.935, 2.924], [-0.096, -2.214, -7.582], [-2.908, 0.537, -4.841], [-0.268, -2.004, 3.322], [-3.027, -3.820, -7.027], [-0.299, -3.746, 3.000], [0.159, 3.915, -3.050], [-2.422, 3.123, -3.164], [-3.099, -3.685, -5.644], [-2.143, -2.922, -3.879], [-0.007, 1.319, -5.326], [-3.495, 4.602, -5.193], [-1.738, 4.149, -4.038], [-1.790, 5.737, -5.847], [-2.095, -3.016, -4.961], [2.997, -2.113, 1.090], [-0.544, -2.767, 2.598], [-2.607, -2.838, 3.131], [0.054, 6.737, -6.276], [2.501, -3.183, 2.416], [-2.973, -2.277, -0.670], [-1.985, 3.219, 4.201], [0.070, -1.723, -4.915], [-1.107, 1.488, -0.987], [-2.335, 2.084, -5.487], [2.234, -1.415, 2.545], [-0.905, 2.785, 2.463], [-0.962, 0.156, -6.263], [-0.373, -0.407, 0.130], [-3.933, -4.115, -5.102], [-2.533, -0.988, 1.450], [-2.282, -3.478, 1.516], [-2.006, -2.710, 2.234], [-3.982, -0.810, -0.559], [-2.255, 3.334, -2.117], [-0.699, -0.301, -3.063], [0.856, -1.426, -5.608], [0.691, 0.767, 1.870], [-3.497, 3.120, -3.345], [-4.425, -2.251, 0.379], [-2.437, 4.804, -5.042], [2.266, -2.270, 1.876], [-0.292, -1.478, -1.910], [-0.387, 4.422, -3.844], [0.512, -2.321, -4.129]],
  "spin_multiplicity": 1,
  "lumo_energy_ha": [-0.28922, -0.29459],
  "homo_energy_ha": [-0.4700, -0.4664],
  "total_charge": 2,
  "total_energy_ev": -207446.786,
  "de_lowest_kj_mol": 114.7
}


# 6
{
  "formula": "C12H36O18PV",
  "method": "ωB97M-V/def2-TZVPD",
  "symbols": ["H", "H", "H", "H", "H", "O", "C", "O", "H", "O", "H", "C", "H", "O", "H", "O", "O", "H", "H", "O", "P", "O", "H", "C", "H", "O", "C", "O", "H", "H", "H", "O", "O", "H", "H", "C", "O", "H", "H", "O", "O", "H", "H", "H", "C", "H", "H", "H", "H", "V", "H", "C", "H", "O", "H", "C", "C", "H", "O", "H", "H", "C", "H", "C", "H", "O", "H", "C"],
  "positions_angstrom": [[4.434, -7.045, 5.675], [0.933, 7.060, -0.286], [-2.332, 5.767, 6.897], [2.804, -5.040, -1.572], [-1.033, 0.141, -6.600], [-5.615, 1.324, 0.120], [0.064, -1.796, -6.961], [4.344, -1.777, -0.650], [-3.892, 6.658, 5.341], [-3.425, -4.125, 0.392], [5.683, -2.798, -1.835], [-6.069, 2.395, -0.745], [-0.597, 5.679, -1.154], [0.370, -0.218, -5.252], [-4.390, 2.006, -1.826], [-1.093, -2.420, -6.451], [-0.239, -0.308, 1.411], [-1.531, 4.732, 4.152], [0.989, -2.176, -6.529], [-1.995, 7.398, -2.556], [-3.831, -4.035, -1.071], [-5.250, -3.395, -1.210], [5.121, -1.383, -0.247], [-0.801, 6.825, -2.979], [4.882, -4.979, -1.564], [0.300, 7.431, -0.905], [6.545, -7.196, 4.956], [-2.986, 6.931, 5.178], [-0.975, 5.888, -3.509], [3.985, -2.807, -2.302], [5.896, -7.648, 7.300], [5.644, -6.734, 7.151], [0.625, -2.321, 2.652], [-5.801, 0.511, -0.355], [-5.657, 3.269, -0.241], [-0.040, 6.337, -1.821], [-3.870, -5.521, -1.578], [-3.426, 3.669, 4.212], [0.158, -1.734, -8.045], [7.669, -6.333, 4.718], [-2.683, -3.149, -1.630], [-5.784, 0.438, -2.341], [8.197, -6.319, 5.520], [5.291, -5.481, 5.646], [4.666, -2.916, -1.458], [-1.808, 7.984, -1.819], [-7.148, 2.484, -0.869], [0.865, 5.848, -2.180], [-1.333, 3.882, 5.611], [0.010, -1.864, 1.196], [-0.299, -0.684, -4.745], [-2.001, 4.594, 5.126], [-0.188, 7.510, -3.565], [-5.933, 1.233, -2.858], [6.141, -7.597, 4.026], [-2.103, 6.001, 5.857], [4.358, -4.281, -0.911], [4.784, -4.375, 0.088], [2.983, -4.482, -0.812], [-5.547, 3.178, -2.725], [-1.128, -2.324, -5.496], [-0.052, -0.333, -6.610], [6.873, -8.073, 5.513], [5.401, -6.555, 5.791], [0.629, 0.336, -7.137], [-3.280, 3.995, 5.103], [-1.108, 6.446, 5.898], [-5.401, 2.276, -2.130]],
  "spin_multiplicity": 1,
  "lumo_energy_ha": 0.11318,
  "homo_energy_ha": 0.0024,
  "total_charge": -2,
  "total_energy_ev": -84850.696,
  "de_lowest_kj_mol": 1032.3
}